Entry from the Open Molecules 2025 dataset: 11 unconnected molecules or ions with the total composition C50H126BF4N8O10 (the ωB97M-V functional and the def2-TZVPD basis).

For the orbital gap (spin up / spin down), the calculation gives 2.67 / 7.40 eV. The molar mass is 1086.408 g mol⁻¹. The charge is +4. The spin multiplicity is 2.

Cartesian coordinates (Å):
1 C -3.154 3.745 5.341
2 C -2.980 3.685 3.800
3 C -4.181 2.985 3.056
4 N -3.887 2.988 1.504
5 C -2.463 2.471 1.135
6 C -5.016 2.140 0.821
7 C -6.221 3.038 0.630
8 C -5.699 4.479 0.614
9 C -4.174 4.379 0.811
10 H -3.425 2.761 5.722
11 H -3.851 4.494 5.717
12 H -2.188 3.891 5.825
13 H -2.066 3.128 3.595
14 H -2.789 4.717 3.506
15 H -5.094 3.573 3.141
16 H -4.348 1.953 3.364
17 H -2.375 2.307 0.061
18 H -2.278 1.509 1.613
19 H -1.723 3.255 1.291
20 H -4.671 1.816 -0.161
21 H -5.245 1.272 1.439
22 H -6.726 2.874 -0.321
23 H -6.873 3.018 1.503
24 H -5.892 5.140 -0.231
25 H -6.225 4.960 1.439
26 H -3.514 4.565 -0.037
27 H -3.778 5.216 1.387
28 C 3.256 -1.647 1.738
29 C 3.557 -2.954 2.492
30 C 2.657 -3.047 3.776
31 N 2.558 -4.479 4.416
32 C 4.020 -4.912 4.965
33 C 1.704 -5.360 3.516
34 C 0.297 -5.493 3.982
35 C 0.250 -4.556 5.137
36 C 1.673 -4.441 5.681
37 H 2.186 -1.608 1.538
38 H 3.694 -1.634 0.740
39 H 3.506 -0.768 2.333
40 H 4.618 -3.031 2.731
41 H 3.374 -3.862 1.918
42 H 1.634 -2.761 3.532
43 H 3.071 -2.373 4.526
44 H 4.770 -4.606 4.236
45 H 4.019 -5.943 5.318
46 H 4.219 -4.292 5.839
47 H 2.161 -6.342 3.396
48 H 1.521 -4.883 2.553
49 H 0.137 -6.532 4.273
50 H -0.487 -5.269 3.259
51 H -0.394 -4.955 5.920
52 H -0.222 -3.636 4.793
53 H 1.918 -5.334 6.256
54 H 1.826 -3.502 6.213
55 C 1.851 2.124 2.730
56 N 2.045 3.461 3.514
57 C 3.086 3.025 4.576
58 C 2.585 4.324 2.320
59 C 0.683 3.915 4.079
60 C 0.714 5.363 4.614
61 O 1.487 5.557 5.744
62 H 1.414 1.401 3.419
63 H 2.816 1.726 2.416
64 H 1.114 2.295 1.946
65 H 3.956 2.587 4.085
66 H 2.562 2.284 5.180
67 H 3.294 3.952 5.110
68 H 1.755 4.386 1.617
69 H 3.487 3.786 2.029
70 H 2.810 5.320 2.703
71 H 0.580 3.141 4.840
72 H -0.055 3.784 3.287
73 H -0.284 5.498 5.031
74 H 0.703 6.181 3.893
75 H 1.019 6.222 6.253
76 C 6.339 3.336 0.228
77 N 5.847 4.157 -1.064
78 C 5.121 5.448 -0.636
79 C 7.110 4.569 -1.833
80 C 4.986 3.331 -1.999
81 C 3.539 3.019 -1.544
82 O 3.456 2.329 -0.315
83 H 5.499 3.074 0.871
84 H 7.058 3.999 0.708
85 H 6.812 2.446 -0.188
86 H 5.138 6.066 -1.533
87 H 5.650 5.873 0.217
88 H 4.112 5.197 -0.308
89 H 6.808 4.904 -2.825
90 H 7.862 3.794 -1.978
91 H 7.671 5.425 -1.458
92 H 5.565 2.481 -2.363
93 H 4.898 3.956 -2.888
94 H 3.036 2.304 -2.194
95 H 2.947 3.923 -1.683
96 H 2.659 1.795 -0.273
97 C -3.396 -2.970 0.176
98 N -4.091 -4.228 0.677
99 C -5.100 -4.683 -0.356
100 C -3.117 -5.388 0.814
101 C -4.811 -4.039 2.104
102 C -5.829 -2.890 2.175
103 O -5.354 -1.532 1.806
104 H -2.826 -3.367 -0.664
105 H -2.720 -2.485 0.879
106 H -4.205 -2.343 -0.201
107 H -5.644 -5.490 0.135
108 H -4.570 -4.843 -1.295
109 H -5.812 -3.895 -0.602
110 H -2.674 -5.558 -0.168
111 H -3.779 -6.185 1.152
112 H -2.430 -5.235 1.647
113 H -3.997 -3.908 2.816
114 H -5.366 -4.965 2.257
115 H -6.388 -2.931 3.110
116 H -6.610 -3.043 1.429
117 H -4.653 -1.183 2.361
118 C 5.746 -2.042 -3.928
119 N 4.301 -1.707 -3.423
120 C 4.236 -1.517 -1.920
121 C 3.926 -0.482 -4.215
122 C 3.400 -2.933 -3.920
123 C 1.908 -2.915 -3.636
124 O 1.084 -1.869 -4.119
125 H 6.367 -1.225 -3.560
126 H 5.667 -2.188 -5.005
127 H 6.079 -2.924 -3.380
128 H 4.562 -2.499 -1.579
129 H 3.196 -1.461 -1.599
130 H 4.867 -0.706 -1.558
131 H 4.616 0.318 -3.946
132 H 2.950 -0.123 -3.889
133 H 3.982 -0.793 -5.259
134 H 3.869 -3.818 -3.492
135 H 3.652 -3.102 -4.967
136 H 1.800 -2.928 -2.552
137 H 1.481 -3.823 -4.063
138 H 1.151 -1.157 -3.479
139 C -0.703 1.564 -4.382
140 N -1.033 2.912 -3.705
141 C -0.978 4.046 -4.726
142 C -2.459 2.823 -3.152
143 C -0.006 3.135 -2.515
144 C 0.104 4.522 -1.919
145 O -1.026 4.958 -1.356
146 H -1.340 1.309 -5.230
147 H -0.801 0.795 -3.616
148 H 0.338 1.528 -4.704
149 H 0.019 4.209 -5.134
150 H -1.255 4.949 -4.182
151 H -1.780 4.038 -5.464
152 H -2.683 3.823 -2.781
153 H -2.566 2.121 -2.325
154 H -3.146 2.597 -3.967
155 H 0.985 2.858 -2.874
156 H -0.283 2.355 -1.806
157 H 0.546 5.197 -2.652
158 H 0.852 4.500 -1.126
159 H -0.679 5.359 -0.556
160 C -1.477 -2.786 -6.375
161 N -2.659 -2.542 -5.408
162 C -2.084 -2.461 -3.964
163 C -3.239 -1.159 -5.910
164 C -3.608 -3.730 -5.596
165 C -5.031 -3.533 -4.977
166 O -5.185 -3.287 -3.575
167 H -0.974 -3.665 -5.972
168 H -0.827 -1.912 -6.400
169 H -1.923 -2.975 -7.352
170 H -1.504 -1.539 -3.947
171 H -1.412 -3.271 -3.681
172 H -2.852 -2.362 -3.197
173 H -3.392 -1.179 -6.989
174 H -2.592 -0.318 -5.659
175 H -4.218 -0.956 -5.476
176 H -3.188 -4.669 -5.237
177 H -3.783 -3.851 -6.666
178 H -5.508 -4.509 -5.073
179 H -5.545 -2.824 -5.626
180 H -5.526 -2.403 -3.420
181 B 1.344 -5.393 -0.638
182 F 1.864 -4.254 -0.062
183 F -0.022 -5.187 -0.738
184 F 1.857 -5.572 -1.887
185 F 1.573 -6.484 0.139
186 C -0.374 -1.050 -0.641
187 C 0.709 -0.124 -0.981
188 O 1.137 0.588 -0.108
189 O 1.102 0.001 -2.104
190 H -0.971 -0.620 0.162
191 H -0.078 -2.076 -0.421
192 H -1.061 -1.181 -1.477
193 C -0.689 -0.950 2.977
194 C -1.974 -0.427 3.560
195 O -3.030 -0.985 3.138
196 O -1.979 0.437 4.449
197 H -0.582 -1.946 2.546
198 H 0.019 -1.024 3.803
199 H -0.319 -0.262 2.217

Cartesian forces, eV/Å:
0.15 -0.98 -0.18
-0.65 -0.39 0.74
1.66 1.66 -0.84
-0.51 0.00 -1.39
-1.25 0.27 -0.17
0.48 -0.02 0.24
0.04 0.90 -0.12
0.90 0.43 0.44
0.39 0.44 1.45
-0.35 -0.03 -0.05
-0.02 -0.03 -0.27
0.10 0.41 -0.16
-0.21 -0.24 0.03
-0.36 0.01 -0.66
-0.02 -0.11 0.15
0.32 0.02 -0.02
-0.65 0.03 -0.13
0.03 0.30 0.44
-0.01 -0.05 0.65
0.42 -0.01 0.18
0.30 -0.03 -0.06
-0.26 -0.61 0.40
-0.35 -0.65 -0.47
-0.18 -0.54 -0.33
0.63 0.40 0.15
-0.36 -1.16 -0.70
-0.21 -0.32 0.96
-0.75 -0.90 0.04
-0.43 -0.58 0.77
0.90 -0.77 -0.25
0.64 1.00 1.30
-1.51 0.91 -0.77
1.03 -0.57 -2.45
-0.40 -1.30 1.11
-0.98 0.30 1.44
-0.68 0.60 -1.12
-0.15 0.14 0.06
0.40 0.13 0.29
0.24 0.02 -0.16
0.03 0.26 0.34
-0.30 0.30 -0.54
0.05 -0.01 0.09
-0.24 -0.13 0.28
-0.22 -0.74 -0.17
-0.06 -0.01 -0.65
-0.44 0.15 0.00
0.31 0.33 -0.18
1.45 -0.02 -0.30
-0.19 0.04 0.24
0.45 0.13 -0.28
-0.05 0.22 0.13
0.44 0.42 0.36
0.11 0.24 0.13
0.32 -0.29 0.17
-1.17 0.35 1.29
0.94 -2.16 -2.75
-1.37 1.77 -0.54
-0.16 0.01 2.83
2.30 0.34 0.14
-2.76 -0.71 0.36
1.59 -0.08 0.27
-0.08 0.00 0.11
-0.19 0.41 -0.32
0.41 -0.08 -0.30
-0.15 0.24 -0.02
0.26 0.17 0.18
0.37 -0.42 0.39
0.18 -0.11 -0.49
-0.25 0.30 -0.54
0.12 -0.01 -0.08
-0.78 0.46 0.38
0.13 0.17 -0.04
-0.86 -0.44 -0.60
0.95 -0.29 -0.62
0.39 0.08 0.39
-0.48 0.94 -1.77
1.12 -0.22 1.53
0.43 -1.19 -0.25
-0.05 0.30 -0.77
-0.51 0.24 -0.25
0.10 -1.25 -0.21
1.48 1.47 0.64
0.00 0.19 -0.35
-0.06 -0.22 0.04
0.02 0.08 0.25
-0.24 0.29 0.37
0.18 0.13 -0.35
0.01 0.02 -0.21
-0.25 -0.18 -0.01
-0.53 -0.50 0.34
-0.55 -0.04 0.90
0.07 -0.23 0.62
-0.20 0.13 -0.05
0.56 0.12 -1.16
-0.09 0.34 0.87
-1.09 -0.69 -0.14
-0.51 -1.19 -0.73
-0.37 0.53 1.31
0.03 1.02 0.61
-1.26 0.41 0.59
0.37 0.80 -1.26
0.50 1.71 -1.45
-1.38 -2.04 -0.21
0.26 0.28 -0.14
-0.47 -0.14 0.35
0.40 0.35 0.37
0.18 -0.34 -0.77
-0.06 -0.75 0.24
0.05 0.18 0.44
0.28 -0.15 0.40
0.36 -0.46 -0.40
0.26 0.40 -0.48
-0.04 -0.05 -0.06
0.25 -0.09 0.14
0.53 0.13 0.39
0.02 -0.23 -0.12
0.91 -0.25 1.00
-1.36 0.07 1.80
-0.01 -0.56 -1.53
-0.20 -1.61 -0.87
-0.26 -0.16 0.97
1.15 0.47 -0.15
-0.35 0.19 0.83
0.65 -0.24 -1.18
0.07 0.10 -0.63
0.41 0.15 0.25
-0.11 -0.20 -0.36
0.35 0.21 0.54
0.05 0.59 -0.23
-0.13 -0.04 -0.29
0.31 -0.16 -0.33
-0.11 -0.32 -0.30
-0.19 0.55 0.06
-0.35 0.01 0.69
-0.17 0.77 -0.28
-0.17 -0.51 0.14
0.41 -0.29 0.31
-0.32 0.80 0.85
0.25 0.30 0.90
-0.01 -0.74 -0.80
-0.49 0.75 1.18
0.53 1.02 -0.32
-0.23 -0.31 -0.47
1.52 -1.50 -2.01
-2.58 0.51 0.01
-0.18 0.68 0.12
0.00 0.04 0.09
-0.06 0.39 0.03
-0.14 -0.50 -0.03
0.36 0.07 0.32
0.28 -0.97 -0.23
-0.06 -0.08 0.10
0.44 -0.15 -0.25
0.17 -0.14 -0.02
-0.12 -0.11 -0.50
-0.06 0.19 0.20
-0.13 0.28 -0.39
0.84 -0.60 0.47
-0.36 0.88 1.64
-0.73 -0.24 0.87
0.90 0.58 -0.46
-0.35 1.15 -0.52
-0.60 -1.10 0.70
-1.19 0.87 0.94
0.12 -0.69 -0.16
0.89 0.36 -0.40
0.21 0.12 -0.37
-0.04 -0.17 0.19
0.26 -0.03 0.06
0.16 -0.17 -0.05
-0.21 -0.25 -0.63
-0.37 -0.22 -0.50
0.25 -0.38 0.05
0.31 -0.58 0.14
0.12 -0.27 0.26
0.63 0.41 0.22
0.07 0.10 -0.01
-0.03 0.02 -0.64
-0.34 0.12 0.39
-0.09 0.09 -0.11
-0.54 -0.49 -0.03
1.04 1.68 0.83
-1.92 0.37 -0.19
0.84 0.07 -1.66
0.40 -1.01 1.09
-2.01 -1.15 0.02
-1.23 -0.51 1.78
1.53 2.53 4.23
1.69 -0.45 -6.63
0.16 -0.32 0.22
0.39 0.05 0.38
-0.04 0.13 -0.38
1.62 0.04 0.40
-1.91 -0.76 0.72
-0.35 -0.29 -1.03
1.05 0.54 -0.48
-1.09 -0.17 -0.28
0.37 0.61 0.09
0.29 0.19 0.11